[1]
Below is a structure of composition C29H29MoN2O4S in a non-equilibrium geometry, with properties calculated with the ωB97M-V functional and the def2-TZVPD basis.

Structure (XYZ):
```
66
Properties=species:S:1:pos:R:3
C 2.1692 0.0926 1.5846
C 2.2813 -0.5648 0.3086
C 2.0247 0.4070 -0.7202
H 2.5783 -1.5938 0.1367
C 1.7377 1.6569 -0.0848
C 1.8253 1.4673 1.3366
H 1.5522 2.5936 -0.5954
C -1.2968 -1.7247 1.5140
C -0.1161 -2.2393 0.8668
C -0.2910 -2.0715 -0.5565
H 0.6832 -2.7960 1.3586
C -1.5918 -1.4966 -0.7808
C -2.1791 -1.2511 0.4959
H 2.0893 0.2264 -1.7905
H 1.7261 2.2503 2.0806
H 2.3905 -0.3522 2.5515
H -3.1898 -0.8758 0.6429
H 0.3744 -2.4629 -1.3301
H -1.5232 -1.8263 2.5741
Mo 0.2195 0.0970 0.5383
C -2.3413 -1.4260 -2.0925
C -3.7301 -2.0481 -1.9167
C -1.5967 -2.1676 -3.2105
H -3.6450 -3.0844 -1.5754
H -4.2673 -2.0435 -2.8728
H -4.3300 -1.4930 -1.1872
H -1.5400 -3.2336 -2.9598
H -0.5783 -1.7862 -3.3503
H -2.1425 -2.0607 -4.1572
C -2.5719 0.0690 -2.4852
C -1.3279 0.8302 -2.8570
H -3.0362 0.6017 -1.6338
H -3.2684 0.1112 -3.3426
O -0.2939 0.8230 -2.1672
N -1.3537 1.5389 -4.0138
C -0.3076 2.5568 -4.2110
H -2.2759 1.7566 -4.3850
C 1.0668 1.9707 -4.4276
C 2.1934 2.6171 -3.9011
H 2.0451 3.5145 -3.2973
C 3.4753 2.1188 -4.1338
H 4.3402 2.6292 -3.7086
C 3.6438 0.9810 -4.9278
H 4.6440 0.6069 -5.1327
C 2.5288 0.3314 -5.4643
H 2.6484 -0.5618 -6.0823
C 1.2422 0.8374 -5.2285
H 0.3617 0.3511 -5.6581
H -0.2794 3.2187 -3.3334
H -0.6109 3.1420 -5.0861
O -0.2883 0.0571 3.7531
C -0.8663 1.0218 3.2348
N -0.8967 1.2432 1.8536
S -1.9768 2.4452 1.3053
O -1.2406 3.4537 0.5816
O -3.1339 1.8102 0.7075
C -2.2729 2.9175 2.9966
C -3.0216 4.0066 3.4431
C -3.0771 4.2474 4.8275
C -2.4091 3.4181 5.7428
C -1.6787 2.3351 5.2748
C -1.6120 2.0994 3.8996
H -3.5293 4.6329 2.7064
H -3.6565 5.0957 5.1896
H -2.4624 3.6334 6.8069
H -1.1406 1.6618 5.9265
```

Results
F_max	0.112	hartree/bohr
M	597.57	g/mol
calculated total energy	-1999.13235	a.u.
relative energy (zero: lowest compared OMol25 entry of this formula, charge and spin)	0.00	kcal per mole
2S+1	3
total charge	+1
orbital gap (alpha / beta)	7.35 / 7.13	eV
HOMO (alpha / beta)	-11.10 / -11.40	eV

---

[2]
Below is a structure of composition C29H29MoN7OPS3 in a non-equilibrium geometry, with properties calculated with the ωB97M-V functional and the def2-TZVPD basis.

Structure (XYZ):
```
71
Properties=species:S:1:pos:R:3
Mo -0.6762 -0.2341 0.1997
S -4.8538 6.0425 0.8073
N -4.2750 5.0811 1.9554
C -3.6397 4.1006 1.3274
C -2.9933 2.9678 1.9650
C -2.9803 2.7187 3.3476
C -2.3778 1.5713 3.8228
C -1.7764 0.6967 2.9307
N -1.7770 0.9317 1.6071
C -2.3760 2.0540 1.1333
C -2.4011 2.1662 -0.2996
N -1.8100 1.1407 -0.9949
C -2.0009 1.1046 -2.3254
C -2.6607 2.1068 -3.0160
C -3.1780 3.1822 -2.3244
C -3.0703 3.2019 -0.9275
C -3.6777 4.2113 -0.0760
N -4.3412 5.2762 -0.5073
H -3.4558 3.4248 4.0195
H -2.3647 1.3397 4.8793
H -1.2842 -0.2010 3.2749
H -1.6334 0.2420 -2.8484
H -2.7737 2.0212 -4.0886
H -3.6978 3.9877 -2.8323
O -0.5969 -1.7656 1.2564
N -1.1739 -2.9793 1.1549
C -0.8841 -3.9254 2.0780
C -1.4901 -5.1431 1.9342
C -2.3603 -5.3648 0.8574
C -2.6135 -4.3661 -0.0649
C -1.9982 -3.1333 0.0985
S -2.2013 -1.7396 -0.8977
H -0.1979 -3.6481 2.8650
H -1.2874 -5.9172 2.6620
H -2.8428 -6.3283 0.7475
H -3.2836 -4.5176 -0.9008
C 2.4288 4.0224 0.2267
N 3.1363 2.7797 0.5539
C 4.6251 2.7621 0.5907
C 4.9574 1.3299 1.0496
N 3.6047 0.7156 1.1309
C 2.6547 1.6131 0.8864
S 0.9266 1.3500 1.1391
H 2.7069 4.3407 -0.7762
H 2.7247 4.7925 0.9370
H 1.3560 3.8699 0.2829
H 4.9725 3.5274 1.2816
H 5.0105 2.9915 -0.4004
H 5.4405 1.3039 2.0226
H 5.5723 0.7901 0.3354
H 3.4318 -0.1196 1.6655
C 2.3078 0.1846 -2.0769
P 0.8421 -0.8222 -1.8057
C 0.1906 -1.0398 -3.4785
C 1.4105 -2.4396 -1.2557
C 2.1100 -2.5396 -0.0484
C 2.6144 -3.7576 0.3697
C 2.4131 -4.8946 -0.4124
C 1.7129 -4.8056 -1.6080
C 1.2044 -3.5827 -2.0319
H 2.8384 -0.2386 -2.9321
H 2.9553 0.1554 -1.2094
H 2.0334 1.2169 -2.3022
H 0.9543 -1.5921 -4.0289
H 0.0792 -0.0717 -3.9646
H -0.7465 -1.5918 -3.5129
H 2.2839 -1.6578 0.5578
H 3.1851 -3.8264 1.2875
H 2.8150 -5.8478 -0.0918
H 1.5761 -5.6839 -2.2261
H 0.6758 -3.5402 -2.9751
```

Results
F_max	0.023	hartree/bohr
M	714.71	g/mol
calculated total energy	-3183.78575	a.u.
relative energy (zero: lowest compared OMol25 entry of this formula, charge and spin)	10.84	kcal per mole
2S+1	2
total charge	+4
orbital gap (alpha / beta)	5.08 / 5.36	eV
HOMO (alpha / beta)	-19.12 / -19.13	eV

---

[3]
Below is a structure of composition C29H30AsClN3O2PPdS2 in a non-equilibrium geometry, with properties calculated with the ωB97M-V functional and the def2-TZVPD basis.

Structure (XYZ):
```
70
Properties=species:S:1:pos:R:3
Pd -0.2853 -0.8538 -0.3969
S 1.2698 0.1042 3.6476
C -0.4305 0.0199 3.8213
C -1.0725 -0.2204 2.6386
C -0.1616 -0.3521 1.5568
C 1.1347 -0.1923 1.9587
C 2.1964 -0.3374 0.9889
C 3.5548 -0.2392 1.2486
C 4.4592 -0.4566 0.2231
C 3.9886 -0.7812 -1.0391
C 2.6256 -0.8562 -1.2509
N 1.7527 -0.6216 -0.2637
H -0.8727 0.1875 4.7916
H -2.1487 -0.2764 2.5472
H 3.8901 0.0023 2.2484
H 5.5220 -0.3768 0.4091
H 4.6597 -0.9704 -1.8640
H 2.2028 -1.1017 -2.2145
S -0.2375 -1.2204 -2.7952
C 0.1586 0.3357 -3.4911
C 0.3745 0.4191 -4.8760
C 0.7483 1.6123 -5.4570
C 0.9262 2.7711 -4.6940
C 0.7085 2.7236 -3.3362
C 0.2973 1.5149 -2.7600
As -0.2591 1.4805 -0.9623
C 0.4431 2.9601 0.0253
C -0.3797 4.0368 0.3393
C 0.1851 5.1438 0.9576
C 1.5366 5.1659 1.2696
C 2.3498 4.0836 0.9561
C 1.8043 2.9754 0.3318
C -2.1679 1.7350 -0.9779
C -2.8489 1.8463 0.2326
C -4.2230 2.0056 0.2335
C -4.9163 2.0481 -0.9715
C -4.2336 1.9454 -2.1732
C -2.8539 1.7882 -2.1830
H 0.2590 -0.4718 -5.4793
H 0.9170 1.6476 -6.5252
H 1.2217 3.6980 -5.1650
H 0.8201 3.6141 -2.7294
H -1.4306 4.0341 0.0916
H -0.4406 5.9940 1.1931
H 1.9607 6.0349 1.7546
H 3.4051 4.1079 1.1917
H 2.4391 2.1352 0.0732
H -2.3059 1.8387 1.1706
H -4.7554 2.1052 1.1703
H -5.9910 2.1720 -0.9711
H -4.7720 1.9900 -3.1102
H -2.3291 1.7067 -3.1262
Cl -2.5669 -1.4453 -0.5965
N -2.5927 -4.6853 0.9215
C -1.7345 -3.9463 1.9010
P -0.0330 -4.1068 1.2130
O 0.0301 -5.5586 0.8323
O 0.3123 -3.0138 0.2544
C 1.1664 -4.0407 2.6244
N 1.4778 -5.4744 2.9647
H -3.4733 -5.0018 1.3242
H -2.0672 -5.4925 0.5572
H -2.7970 -4.0130 0.1489
H -1.8242 -4.4290 2.8729
H -2.0804 -2.9188 1.9510
H 0.8496 -3.4874 3.5059
H 2.0731 -3.5838 2.2309
H 0.9443 -5.8116 3.7651
H 2.4655 -5.6376 3.1553
H 1.1549 -6.0091 2.1163
```

Results
F_max	0.038	hartree/bohr
M	764.48	g/mol
calculated total energy	-5398.98263	a.u.
relative energy (zero: lowest compared OMol25 entry of this formula, charge and spin)	16.42	kcal per mole
2S+1	1
total charge	+2
orbital gap	5.51	eV
HOMO	-12.26	eV

---

[4]
Below is a structure of composition C29H30AsIrN4S4Se in a non-equilibrium geometry, with properties calculated with the ωB97M-V functional and the def2-TZVPD basis.

Structure (XYZ):
```
70
Properties=species:S:1:pos:R:3
Ir -1.6654 1.3304 0.1320
S -3.7605 1.7401 1.1590
S -3.2993 2.3902 3.0007
S -2.2760 0.7440 3.8753
S -1.4453 -0.1987 2.2675
C 3.7036 -0.7644 -0.2281
C 3.6644 0.1690 -1.2585
C 2.5066 0.8778 -1.5240
C 1.3585 0.6526 -0.7629
C 1.4006 -0.2738 0.2654
C 2.5663 -0.9787 0.5336
N 0.1279 1.3410 -1.0376
N 0.1355 2.0248 -2.0774
C -1.0742 2.6275 -2.3637
C -1.1979 3.3645 -3.5468
C -2.4193 3.9017 -3.8783
C -3.5169 3.6827 -3.0402
C -3.3915 2.9534 -1.8674
C -2.1538 2.4291 -1.4839
H 4.6114 -1.3191 -0.0288
H 4.5454 0.3458 -1.8627
H 2.4686 1.6062 -2.3210
H 0.5141 -0.4359 0.8637
H 2.5787 -1.6995 1.3420
H -0.3310 3.4875 -4.1853
H -2.5332 4.4776 -4.7874
H -4.4840 4.0933 -3.3051
H -4.2653 2.7982 -1.2491
C -3.8875 -0.8836 -1.9937
As -2.2074 -0.7752 -1.0431
C -0.9750 -1.1718 -2.4794
C -2.2812 -2.3973 0.0514
C -2.0145 -3.6395 -0.7422
C -3.0596 -4.4173 -1.2326
C -2.8042 -5.5686 -1.9668
C -1.4970 -5.9544 -2.2250
C -0.4461 -5.1868 -1.7377
C -0.7044 -4.0402 -1.0034
H -3.9273 -1.8153 -2.5572
H -3.9650 -0.0363 -2.6739
H -4.7124 -0.8388 -1.2848
H -1.2801 -2.0806 -2.9931
H 0.0406 -1.2779 -2.1035
H -1.0039 -0.3277 -3.1694
H -3.2782 -2.3923 0.4900
H -1.5668 -2.2712 0.8600
H -4.0847 -4.1301 -1.0257
H -3.6284 -6.1683 -2.3313
H -1.2961 -6.8527 -2.7942
H 0.5772 -5.4862 -1.9260
H 0.1182 -3.4477 -0.6155
C 3.2349 3.7628 1.9645
N 2.5690 2.5972 2.5071
C 1.2762 2.2497 2.2959
Se 0.0439 3.2276 1.3413
N 1.0389 1.1200 2.9702
C 2.1806 0.7124 3.6352
C 2.4270 -0.3571 4.4813
C 3.6951 -0.4396 5.0343
C 4.6793 0.5116 4.7473
C 4.4290 1.5817 3.9021
C 3.1595 1.6635 3.3529
H 2.6627 4.1286 1.1160
H 4.2350 3.4851 1.6353
H 3.3058 4.5527 2.7127
H 0.1470 0.5982 2.8701
H 1.6559 -1.0830 4.7045
H 3.9282 -1.2522 5.7096
H 5.6566 0.4151 5.2012
H 5.1912 2.3184 3.6846
```

Results
F_max	0.023	hartree/bohr
M	908.95	g/mol
calculated total energy	-7676.48490	a.u.
relative energy (zero: lowest compared OMol25 entry of this formula, charge and spin)	34.95	kcal per mole
2S+1	1
orbital gap	5.67	eV
HOMO	-6.51	eV

---

[5]
Below is a structure of composition C29H30BBr36IN3OPS3 in a non-equilibrium geometry, with properties calculated with the ωB97M-V functional and the def2-TZVPD basis.

Structure (XYZ):
```
105
Properties=species:S:1:pos:R:3
C 2.7646 2.7428 5.9809
C 1.2576 2.8631 5.4757
C 0.4881 4.2025 5.2652
C -1.0219 4.1777 4.6999
P -1.8917 5.8603 4.4043
S -2.1062 6.0712 2.4511
C -1.7459 2.8554 4.3660
B -3.2536 2.7206 3.7630
N -3.5179 2.4712 2.2935
O -4.4430 2.7851 4.6014
C -0.9591 1.5354 4.5920
C 0.5206 1.5114 5.1444
N 1.2376 0.2354 5.3579
C 1.1977 -0.6535 4.1786
C 2.5107 -1.2622 3.6309
C 2.4409 -2.2054 2.3731
N 3.7596 -2.7299 1.8960
C 4.4418 -1.6475 1.5890
S 5.1700 -0.1785 1.2336
C 1.0626 -2.5519 1.6778
C 0.9323 -3.4871 0.3840
C 1.9017 -2.9334 -0.7849
C 1.5746 -3.8385 -2.0965
I -0.0821 -3.0712 -3.2849
C -0.2740 -1.9351 2.2340
C -0.1593 -1.0030 3.4601
S -1.6551 -0.1556 4.1990
H 3.0763 3.5417 6.7337
H 3.0061 1.7043 6.3792
H 3.4336 2.9084 5.0502
H 1.0202 5.1888 5.5140
H -0.9545 6.8996 4.7749
H -3.1496 5.9869 5.0881
H -4.3203 1.8090 2.2155
H -3.8819 3.3364 1.8462
H -4.1774 3.1160 5.4890
H 0.7195 -0.2262 6.1379
H 3.4909 -1.0166 4.1618
H -0.1400 -3.3479 -0.0273
H 1.0747 -4.6023 0.5834
H 3.0014 -3.0868 -0.5614
H 1.6519 -1.8278 -0.9950
H 2.5219 -3.8312 -2.7485
H 1.2948 -4.8736 -1.7102
H -1.2796 -2.1717 1.7446
C 1.4253 -4.1426 -7.6692
Br 1.6827 -2.2232 -7.5651
Br 2.7380 -5.1053 -6.6144
Br -0.3873 -4.6529 -7.2077
H 1.5809 -4.4287 -8.7088
C 6.3528 -1.5670 -2.5985
Br 5.7393 -3.2602 -1.8784
Br 8.2269 -1.6312 -3.0935
Br 5.2378 -0.9640 -4.0663
H 6.2583 -0.8299 -1.8023
C -1.3769 -7.3474 -10.1399
Br 0.5055 -6.8748 -10.0865
Br -1.9259 -8.3169 -8.5528
Br -2.4972 -5.7984 -10.4634
H -1.5095 -8.0198 -10.9858
C -7.5303 3.7206 6.2820
Br -9.1070 3.9183 5.1702
Br -6.5052 5.3645 6.3782
Br -7.9716 3.0380 8.0435
H -6.8937 2.9779 5.8024
C -6.1366 7.3529 2.0562
Br -5.9157 5.4330 1.8926
Br -5.5761 7.9971 3.7983
Br -5.2555 8.3070 0.6161
H -7.2021 7.5584 1.9694
C -1.2446 6.6783 8.3474
Br -0.8384 5.5802 6.7911
Br -3.1537 6.9674 8.5376
Br -0.4567 5.9565 9.9654
H -0.7889 7.6539 8.1798
C 0.4065 -3.1267 -11.7582
Br -0.2633 -4.1193 -13.2849
Br 2.0759 -2.2265 -12.1565
Br -0.9245 -1.9039 -11.0549
H 0.6171 -3.8533 -10.9740
C 4.1146 -5.4239 -10.4217
Br 5.2178 -6.8638 -9.7369
Br 4.8392 -3.6818 -9.9692
Br 3.7970 -5.6041 -12.3280
H 3.1466 -5.5035 -9.9285
C 4.6001 -10.9705 -10.2964
Br 5.0652 -10.8780 -8.4155
Br 4.5555 -12.7998 -10.9396
Br 2.9460 -10.0324 -10.6756
H 5.3893 -10.4589 -10.8451
C 2.2911 5.3311 13.4061
Br 2.0673 3.6129 12.5342
Br 3.5303 6.4718 12.4444
Br 0.5896 6.2108 13.7095
H 2.7290 5.1378 14.3840
C -6.7097 4.6226 12.0457
Br -6.4781 2.7043 11.8668
Br -6.1666 5.2533 13.7976
Br -5.8197 5.5943 10.6221
H -7.7754 4.8245 11.9509
C 0.4209 0.5691 -15.1218
Br 0.7834 1.6321 -13.5403
Br 1.8743 -0.6524 -15.5169
Br -1.2805 -0.3535 -14.9957
H 0.3478 1.2597 -15.9603
```

Results
F_max	0.118	hartree/bohr
M	3578.01	g/mol
calculated total energy	-95885.05268	a.u.
2S+1	1
orbital gap	7.44	eV
HOMO	-8.20	eV

---

[6]
Below is a structure of composition C29H30BrF3MnN5O2Si, with properties calculated with the ωB97M-V functional and the def2-TZVPD basis.

Structure (XYZ):
```
72
Properties=species:S:1:pos:R:3
Mn 0.0947 0.0010 0.6402
C -2.4572 3.2638 -0.9997
C -3.0194 1.9592 -0.5164
C -4.3639 1.6634 -0.6547
C -4.8201 0.4198 -0.2285
C -3.9412 -0.4820 0.3280
C -2.5961 -0.1057 0.4662
N -2.1581 1.0903 0.0346
N -1.6134 -0.9101 1.0091
Si -1.8509 -2.0451 2.2994
C -2.5942 -3.6681 1.6958
C -2.9489 -1.3373 3.6377
C -0.1415 -2.3919 3.0313
H -3.2297 4.0290 -1.0527
H -2.0381 3.1515 -2.0022
H -1.6684 3.6141 -0.3357
H -5.0374 2.3895 -1.0869
H -5.8648 0.1579 -0.3384
H -4.2713 -1.4609 0.6448
H -3.6700 -3.5522 1.5432
H -2.4643 -4.4775 2.4179
H -2.1913 -3.9886 0.7340
H -3.9623 -1.1452 3.2826
H -2.5507 -0.3961 4.0232
H -3.0198 -2.0349 4.4755
H 0.3678 -3.2719 2.6315
H -0.2389 -2.5540 4.1073
H 0.5602 -1.5539 2.9247
C 3.5836 0.8435 0.9251
O 2.5717 -0.1749 0.8470
C 3.0576 -1.4683 0.8856
C 4.3149 -1.8278 1.3307
C 4.6930 -3.1658 1.2504
Br 6.4115 -3.6549 1.8484
C 3.8440 -4.1252 0.7430
C 2.5637 -3.7627 0.3185
C 2.1875 -2.4347 0.3947
O 0.9530 -1.9701 -0.0077
C 1.6846 -4.7762 -0.2769
N 2.0995 -5.7320 -1.0485
C 0.9569 -6.4476 -1.3863
C 0.8269 -7.5841 -2.1837
C -0.4373 -8.1137 -2.3355
C -1.5548 -7.5341 -1.7126
C -1.4455 -6.4033 -0.9281
C -0.1686 -5.8717 -0.7889
N 0.3128 -4.7615 -0.1021
H 3.9940 0.8966 1.9332
H 3.1068 1.7840 0.6793
H 4.3733 0.6280 0.2061
H 5.0077 -1.1018 1.7275
H 4.1443 -5.1590 0.6573
H 0.4540 -2.6407 -0.5032
H 1.6941 -8.0277 -2.6528
H -0.5777 -8.9980 -2.9421
H -2.5274 -7.9871 -1.8506
H -2.3117 -5.9639 -0.4495
H -0.1713 -4.3141 0.6608
F 0.7264 6.8337 -0.7848
C 1.7356 6.0117 -1.0898
F 2.0183 6.1598 -2.3840
F 2.8022 6.3996 -0.3810
C 1.3759 4.5835 -0.7540
C 1.0567 4.2607 0.5587
C 0.7354 2.9509 0.8466
N 0.7319 1.9843 -0.0808
C 1.0244 2.3078 -1.3394
C 1.3542 3.5979 -1.7230
H 1.0505 5.0086 1.3394
H 0.4574 2.6684 1.8557
H 0.9947 1.5088 -2.0696
H 1.5845 3.8164 -2.7554
```

Results
F_max	0.012	hartree/bohr
M	700.51	g/mol
calculated total energy	-5861.39709	a.u.
relative energy (zero: lowest compared OMol25 entry of this formula, charge and spin)	0.00	kcal per mole
2S+1	6
total charge	+1
orbital gap (alpha / beta)	7.24 / 7.27	eV
HOMO (alpha / beta)	-10.52 / -10.63	eV